This record from the Open Molecules 2025 dataset describes C50H58N4O5P2S2Si2W as an isolated structure at a distorted geometry. The level of theory is ωB97M-V/def2-TZVPD.

XYZ file:
```
124
Properties=species:S:1:pos:R:3:lowdin_charge:R:1
W 0.9024 -0.1164 1.2591 1.313
C 2.7242 -1.8655 -1.1267 -0.301
P 1.6348 -0.9496 -2.2736 1.086
C 1.4117 -2.1081 -3.6701 -0.367
C 1.3119 -3.4784 -3.4290 -0.088
C 1.0513 -4.3623 -4.4673 -0.087
C 0.8750 -3.8916 -5.7598 -0.093
C 0.9576 -2.5274 -6.0076 -0.088
C 1.2207 -1.6444 -4.9717 -0.114
C 2.7958 0.2817 -2.9779 -0.374
C 3.9932 -0.0702 -3.6038 -0.084
C 4.8569 0.9013 -4.0792 -0.076
C 4.5339 2.2479 -3.9397 -0.083
C 3.3486 2.6134 -3.3234 -0.081
C 2.4872 1.6307 -2.8468 -0.117
C 1.9577 -2.6142 -0.0755 -0.397
C 2.2276 -3.9033 0.3068 -0.057
C 1.2551 -4.2604 1.2616 -0.070
C 0.4232 -3.1814 1.4233 -0.406
C -0.7342 -3.1791 2.3624 -0.296
P -2.5378 -3.3319 1.8391 1.097
C -2.9624 -1.5363 1.9253 -0.381
C -3.2006 -1.0684 3.1665 -0.106
C -3.2067 0.3469 3.6013 -0.099
C -3.0152 1.5969 1.7823 -0.130
C -3.0117 0.6331 0.6753 -0.062
C -2.9216 -0.6946 0.7409 -0.096
C -2.6435 -3.6875 0.0482 -0.388
C -3.7230 -3.2339 -0.7108 -0.138
C -3.8567 -3.5732 -2.0493 -0.089
C -2.9218 -4.4018 -2.6535 -0.088
C -1.8858 -4.9204 -1.8929 -0.080
C -1.7545 -4.5796 -0.5545 -0.080
N 0.8421 -2.1369 0.6091 -0.071
H 3.3922 -1.1186 -0.6948 0.040
H 3.3489 -2.5809 -1.6675 0.099
H 1.4230 -3.8592 -2.4207 0.092
H 0.9868 -5.4235 -4.2634 0.102
H 0.6798 -4.5812 -6.5699 0.100
H 0.8248 -2.1506 -7.0132 0.101
H 1.2956 -0.5831 -5.1835 0.101
H 4.2493 -1.1171 -3.7222 0.112
H 5.7830 0.6126 -4.5575 0.104
H 5.2100 3.0079 -4.3080 0.104
H 3.0935 3.6579 -3.2056 0.103
H 1.5693 1.9228 -2.3421 0.083
H 3.0321 -4.5094 -0.0768 0.109
H 1.1484 -5.2070 1.7676 0.111
H -0.7487 -2.2858 2.9973 0.017
H -0.5869 -4.0236 3.0373 0.077
H -3.2955 -1.7926 3.9697 0.109
H -3.3154 0.4479 4.6782 0.154
H -2.9586 2.6283 1.4359 0.120
H -3.0434 1.0638 -0.3109 0.069
H -2.7983 -1.2058 -0.2082 0.091
H -4.4876 -2.6143 -0.2539 0.102
H -4.6970 -3.1942 -2.6158 0.101
H -3.0115 -4.6556 -3.7017 0.102
H -1.1712 -5.5967 -2.3417 0.100
H -0.9411 -5.0016 0.0113 0.092
O 3.2375 -2.2153 4.0588 0.053
C 2.1515 -1.8529 3.6927 -0.467
O 1.9416 -0.9859 2.7306 -0.356
H 1.2091 -2.1788 4.1698 0.128
N -0.1748 0.6129 -0.1775 -0.080
C -0.6639 0.7775 -1.2561 -0.263
N -1.3898 1.3505 -2.1655 -0.063
C -2.1672 2.5847 -1.9613 -0.094
C -3.5424 2.4302 -2.5963 -0.181
O -3.4540 2.0041 -3.9423 -0.118
C -2.7759 0.7615 -4.0548 -0.172
C -1.3523 0.8897 -3.5599 -0.106
H -1.6312 3.4004 -2.4554 0.140
H -2.2229 2.8011 -0.8945 0.116
H -4.0549 3.3915 -2.6026 0.135
H -4.1566 1.7180 -2.0322 0.121
H -2.7932 0.4877 -5.1082 0.133
H -3.3073 -0.0096 -3.4799 0.130
H -0.8253 1.6375 -4.1620 0.137
H -0.8064 -0.0518 -3.6008 0.100
O -2.9970 4.3733 2.7646 -0.291
S -2.9579 3.4983 3.9192 0.521
O -3.1132 4.1206 5.2034 -0.295
N -1.8949 2.3925 3.9096 -0.164
C -2.0916 1.3001 3.0140 -0.722
S -0.4904 0.4203 3.0117 0.774
C -4.2605 1.3691 2.7968 -0.245
C -5.4865 0.7244 2.3863 0.038
C -6.6954 1.1206 2.8497 -0.029
C -6.7594 2.2176 3.7493 0.001
C -5.6450 2.9098 4.1482 -0.006
C -4.4083 2.5292 3.6286 -0.123
H -5.4039 -0.1375 1.7348 0.127
H -7.5995 0.6106 2.5525 0.113
H -7.7294 2.5246 4.1234 0.120
H -5.6987 3.7577 4.8147 0.127
C 4.8133 -0.9861 1.3075 -0.175
Si 4.2353 0.7533 1.6462 0.422
C 5.4346 1.7968 0.6504 -0.169
C 4.5029 1.1075 3.4501 -0.166
C 2.4817 1.2397 1.0377 -0.479
Si 1.9352 2.9145 1.8485 0.402
C 3.2191 4.2229 1.4722 -0.188
C 1.6885 2.8949 3.6955 -0.194
C 0.3820 3.5781 1.0338 -0.183
H 5.6616 -1.1521 1.9761 0.047
H 5.1812 -1.0823 0.2857 0.028
H 4.0943 -1.7758 1.5186 0.017
H 6.4516 1.5274 0.9459 0.039
H 5.3232 2.8667 0.7869 0.003
H 5.3350 1.5850 -0.4180 0.029
H 5.5160 0.7722 3.6811 0.042
H 3.8210 0.5679 4.1057 0.028
H 4.4369 2.1705 3.6840 0.026
H 2.5867 1.4629 -0.0396 0.006
H 4.1185 4.1177 2.0771 0.024
H 2.7678 5.1868 1.7198 0.039
H 3.5127 4.2421 0.4219 0.031
H 2.2903 3.6945 4.1307 0.039
H 1.9701 1.9584 4.1754 0.015
H 0.6362 3.0735 3.9390 0.010
H 0.5819 3.8646 -0.0035 0.031
H 0.0657 4.4683 1.5810 0.044
H -0.4502 2.8706 1.0534 -0.013
```

## Properties
Total charge: 0
E: -126814.707 eV
Max |F|: 0.034 hartree/bohr

=====

This record from the Open Molecules 2025 dataset describes C50H59AgN5PSb as an isolated structure at a distorted geometry. The level of theory is ωB97M-V/def2-TZVPD.

XYZ file:
```
117
Properties=species:S:1:pos:R:3:lowdin_charge:R:1
Ag -0.3798 0.1983 0.9516 0.486
N 2.1244 3.7206 2.6560 0.116
C 0.9355 3.2090 2.3388 -0.129
N 0.5857 1.9669 2.5986 0.091
C 1.4740 1.2183 3.3425 -0.299
N 1.1811 -0.0425 3.6950 0.027
N 0.0136 -0.4238 3.2711 -0.073
C -0.5488 -1.4653 3.9088 -0.070
C -1.7878 -1.9862 3.5713 -0.298
C -2.1152 -3.3152 3.9557 -0.014
C -3.4537 -3.6825 3.9136 -0.068
C -4.4113 -2.7500 3.5164 -0.054
C -3.9501 -1.5729 2.9275 -0.155
N -2.6761 -1.2306 2.8458 0.114
C 2.7159 1.7118 3.8145 -0.101
C 3.6561 0.9576 4.5555 0.005
C 4.9657 1.4177 4.6221 -0.069
C 5.3341 2.6736 4.1338 -0.069
C 4.3716 3.5291 3.6074 -0.007
C 3.0732 3.0175 3.3759 -0.169
H 2.4263 4.6592 2.3593 0.176
H 0.2698 3.8638 1.7848 0.134
H 0.0200 -1.8718 4.7627 0.133
H -1.3266 -3.9862 4.2234 0.106
H -3.7269 -4.6831 4.2776 0.117
H -5.4983 -3.0008 3.6350 0.125
H -4.6523 -0.8887 2.4970 0.091
H 3.3410 0.0370 4.9977 0.108
H 5.7122 0.7246 5.0140 0.115
H 6.3734 3.0117 4.1766 0.119
H 4.6749 4.5170 3.2586 0.118
C 5.9007 -0.3160 0.3985 -0.185
C 5.0497 0.9673 0.4417 -0.186
C 3.6723 0.8567 -0.2360 -0.194
C 3.1958 -0.6078 -0.2990 -0.450
C 3.6000 -1.3701 0.9897 -0.195
C 5.1319 -1.3959 1.2088 -0.175
P 1.3913 -0.7081 -0.6351 1.046
C 1.1100 0.2753 -2.2268 -0.434
C 2.0598 -0.0567 -3.4019 -0.200
C 2.2835 1.1292 -4.3511 -0.186
C 1.0032 1.9738 -4.5518 -0.185
C 0.5612 2.6324 -3.2444 -0.175
C 1.0401 1.8041 -2.0161 -0.238
C 1.0579 -2.5099 -1.1046 -0.395
C 0.5427 -3.2122 0.2066 -0.241
C 0.5904 -4.7340 0.1178 -0.201
C 2.0022 -5.2753 -0.1262 -0.180
C 2.8507 -4.4084 -1.0922 -0.185
C 2.1062 -3.3256 -1.8760 -0.202
H 6.8739 -0.1716 0.8673 0.107
H 6.0803 -0.6552 -0.6258 0.111
H 5.6186 1.7810 -0.0509 0.113
H 4.9657 1.2939 1.5135 0.104
H 3.7010 1.2273 -1.2639 0.095
H 2.9358 1.4363 0.3847 0.107
H 3.6828 -1.1789 -1.1185 0.105
H 3.1778 -2.3728 0.9666 0.077
H 3.1032 -0.8936 1.8477 0.093
H 5.5587 -2.3753 0.9502 0.105
H 5.2889 -1.2360 2.3026 0.111
H 0.0952 0.0077 -2.5000 0.072
H 1.6961 -0.9223 -3.9504 0.110
H 3.0256 -0.4036 -3.0153 0.089
H 2.6464 0.7689 -5.3170 0.112
H 3.0689 1.7566 -3.8926 0.114
H 0.2032 1.2843 -4.8681 0.114
H 1.2221 2.7156 -5.3111 0.106
H -0.5548 2.6328 -3.2192 0.098
H 0.9653 3.6369 -3.1044 0.110
H 0.3966 2.0006 -1.1384 0.064
H 2.0363 2.1523 -1.7775 0.075
H 0.1393 -2.4286 -1.7426 0.114
H -0.4559 -2.8733 0.4491 0.075
H 1.1136 -2.9487 1.1074 0.090
H -0.0147 -5.0589 -0.7033 0.103
H 0.1143 -5.1406 1.0179 0.113
H 1.9175 -6.2857 -0.5696 0.112
H 2.5468 -5.3935 0.8180 0.108
H 3.3767 -5.0351 -1.8318 0.114
H 3.6853 -3.9206 -0.5405 0.098
H 1.5777 -3.7839 -2.7449 0.126
H 2.8550 -2.6733 -2.3311 0.084
C -3.9068 2.3941 -5.3903 -0.089
C -3.5337 1.0654 -5.2148 -0.071
C -3.1914 0.5940 -3.9239 -0.135
C -3.2349 1.4726 -2.8387 -0.385
C -3.6916 2.7766 -3.0027 -0.124
C -3.9049 3.2525 -4.3068 -0.085
Sb -2.7757 0.6351 -0.8703 1.480
C -3.5748 2.3400 0.2548 -0.388
C -2.8423 3.5218 0.1748 -0.179
C -3.0860 4.5631 1.0732 -0.107
C -4.0021 4.4070 2.0816 -0.093
C -4.7579 3.2252 2.1587 -0.064
C -4.5724 2.1905 1.2173 -0.116
C -4.4732 -0.7048 -0.9013 -0.408
C -5.7201 -0.2903 -1.2061 -0.142
C -6.6739 -1.2662 -1.5530 -0.070
C -6.3838 -2.6261 -1.5216 -0.071
C -5.1127 -3.0264 -1.0929 -0.087
C -4.1455 -2.0894 -0.7413 -0.135
H -4.1639 2.7848 -6.3815 0.112
H -3.4732 0.3383 -6.0046 0.099
H -2.9723 -0.4483 -3.7980 0.088
H -3.7151 3.5094 -2.1837 0.085
H -4.1371 4.3218 -4.4326 0.113
H -2.1898 3.7536 -0.6661 0.090
H -2.5477 5.5142 1.0033 0.108
H -4.1703 5.1949 2.8335 0.114
H -5.5078 3.0884 2.9355 0.105
H -5.1975 1.3050 1.2427 0.082
H -6.0026 0.7752 -1.2322 0.117
H -7.6676 -0.9169 -1.8291 0.107
H -7.1438 -3.3428 -1.7803 0.103
H -4.8606 -4.0638 -1.1107 0.095
H -3.1807 -2.4443 -0.3918 0.078
```

## Properties
Total charge: +1
E: -80077.184 eV
Max |F|: 0.113 hartree/bohr

=====

> Among the records above, which one has the lowest total charge?

C50H58N4O5P2S2Si2W